Entry 1:
Here is a cluster of 4 separate species, C41H91FI2N5O15P4 in total at a distorted geometry from the Open Molecules 2025 dataset. Energies are from ωB97M-V/def2-TZVPD.

Properties
E_tot in Ha: -5078.95955
Charge: +1
Gap between HOMO and LUMO in eV: 6.84

Cartesian coordinates (Å):
C 2.5996 1.8934 1.3572
C 1.0088 2.4168 1.2746
N 0.3604 1.5410 0.2538
C -1.1108 1.3285 0.3952
C -1.1662 0.3287 1.6954
F 0.0733 -0.5452 1.6072
C -2.3776 -0.7186 1.8696
C -2.7429 -0.7881 3.5007
C -1.7780 0.3255 -0.7773
C -0.8928 -0.8896 -1.4035
C 0.3819 -0.3418 -2.3756
O 0.6827 -1.3012 -3.4908
C 2.0351 -0.8403 -3.9502
O 2.2254 -0.0423 -5.0162
N -3.1241 0.7043 -0.9571
C -3.8287 -0.3573 -1.7351
C -5.4070 -0.3239 -1.9703
C -6.1159 -1.5842 -1.1388
I -5.7227 -0.8423 -4.1197
C -3.5934 2.0586 -0.3668
C -4.4540 3.0770 -1.3387
C -4.5338 2.7580 -2.9285
N -4.4566 4.0293 -3.8037
P -4.7894 1.9431 1.1519
N -5.4265 3.5242 1.6444
O -6.2623 1.0646 0.7276
C -2.1039 2.6131 0.2038
C -1.4110 3.6718 -0.9013
C -1.1812 3.1456 -2.4003
C -1.2807 4.4827 -3.4026
N -0.0730 5.3870 -3.3140
C -2.1731 3.7773 1.4083
C -2.2402 3.2761 2.9369
C -2.9492 4.3707 3.9860
I -1.6129 4.5462 5.7504
H 2.7938 1.0784 0.5081
H 2.7415 1.3018 2.3788
H 3.3675 2.7785 1.3145
H 0.6206 2.3341 2.3727
H 1.0928 3.5550 1.0216
H 0.6549 1.8391 -0.6941
H -0.9982 0.8524 2.7549
H -3.3811 -0.5278 1.3311
H -2.0259 -1.8252 1.6018
H -3.3957 0.1680 3.7830
H -1.7389 -0.6767 4.1201
H -3.2614 -1.7878 3.8139
H -0.3719 -1.6100 -0.6444
H -1.4647 -1.6145 -2.1544
H 1.3206 -0.3359 -1.6429
H 0.1867 0.6940 -2.8810
H 2.9361 -1.1986 -3.2580
H -3.5939 -1.3920 -1.1435
H -3.2902 -0.4853 -2.7645
H -5.9872 0.6739 -1.8196
H -7.2589 -1.3464 -0.9902
H -5.9254 -2.6143 -1.7026
H -5.6140 -1.6772 -0.0860
H -5.5802 3.0580 -0.9377
H -4.1487 4.2281 -1.2382
H -5.6439 2.3651 -3.1475
H -3.8500 1.8937 -3.3265
H -5.4509 4.4068 -3.7826
H -4.3386 3.6922 -4.7886
H -5.3081 3.7411 2.6537
H -5.2205 4.3112 1.0098
H -6.9793 1.4488 1.3169
H -2.0519 4.6769 -0.9079
H -0.3308 4.0396 -0.5361
H -0.0354 2.8251 -2.5038
H -1.7953 2.2343 -2.7736
H -2.2035 5.1433 -3.0291
H -1.5578 4.1780 -4.5163
H 0.1997 5.6178 -2.3355
H 0.7269 5.0682 -3.8999
H -1.2223 4.5026 1.3689
H -3.0591 4.4958 1.0561
H -1.1209 3.1919 3.3430
H -2.6965 2.1911 3.1149
H -3.9315 3.8406 4.4022
H -3.1774 5.4044 3.4744
O 0.0199 -8.3255 -4.3229
P -0.2190 -7.2344 -5.3953
O -1.2938 -6.4194 -4.4167
C -0.9688 -6.1195 -3.0647
C -0.1611 -4.8415 -2.9560
O -1.3614 -8.0946 -6.2500
C -1.3380 -9.5140 -6.2498
C -2.2697 -10.0638 -5.1814
O -0.4860 -6.0154 -6.5935
C -0.9630 -4.7027 -6.3826
C 0.1958 -3.7339 -6.2846
H -0.4370 -6.9401 -2.5736
H -1.9145 -5.9943 -2.5298
H 0.7991 -4.9492 -3.4616
H 0.0253 -4.5890 -1.9084
H -0.6944 -4.0013 -3.4206
H -0.3152 -9.8866 -6.1272
H -1.6805 -9.8504 -7.2341
H -2.0894 -9.6076 -4.2027
H -2.1548 -11.1481 -5.0903
H -3.3122 -9.8434 -5.4389
H -1.6403 -4.6055 -5.5335
H -1.5632 -4.4391 -7.2615
H 0.9431 -4.0736 -5.5619
H -0.1568 -2.7392 -5.9974
H 0.7058 -3.6532 -7.2507
O 1.8199 -7.3582 4.1191
P 1.5810 -6.2671 3.0467
O 0.5062 -5.4522 4.0253
C 0.8312 -5.1522 5.3774
C 1.6389 -3.8742 5.4861
O 0.4386 -7.1273 2.1920
C 0.4620 -8.5467 2.1923
C -0.4697 -9.0966 3.2607
O 1.3140 -5.0481 1.8485
C 0.8370 -3.7354 2.0594
C 1.9958 -2.7666 2.1574
H 1.3630 -5.9728 5.8684
H -0.1145 -5.0270 5.9122
H 2.5991 -3.9819 4.9804
H 1.8253 -3.6217 6.5337
H 1.1056 -3.0340 5.0215
H 1.4848 -8.9193 2.3148
H 0.1195 -8.8831 1.2080
H -0.2894 -8.6404 4.2394
H -0.3548 -10.1808 3.3518
H -1.5122 -8.8761 3.0032
H 0.1597 -3.6382 2.9086
H 0.2368 -3.4718 1.1805
H 2.7431 -3.1063 2.8801
H 1.6432 -1.7719 2.4446
H 2.5058 -2.6859 1.1914
O 4.7413 6.0776 2.6471
P 5.8526 7.0065 3.1948
O 6.9274 6.5179 2.0188
C 6.5477 6.4881 0.6481
C 6.7106 7.8461 -0.0050
O 6.3769 5.9537 4.3747
C 5.4793 5.0157 4.9487
C 5.5793 3.6756 4.2374
O 7.0941 8.0443 3.8067
C 8.2142 8.5401 3.1033
C 7.9257 9.9268 2.5697
H 5.5241 6.1271 0.5087
H 7.2043 5.7684 0.1512
H 6.0471 8.5775 0.4576
H 6.4777 7.7931 -1.0721
H 7.7411 8.2105 0.1025
H 4.4545 5.4030 4.9423
H 5.7616 4.8879 5.9990
H 5.4938 3.7781 3.1508
H 4.7994 2.9933 4.5885
H 6.5567 3.2176 4.4296
H 8.5779 7.8757 2.3187
H 9.0361 8.6097 3.8258
H 6.9840 9.9553 2.0141
H 8.7374 10.2663 1.9200
H 7.8252 10.6383 3.3964

=====

Entry 2:
Here is a cluster of 9 separate species, C48H96N2O10PS in total at a distorted geometry from the Open Molecules 2025 dataset. Energies are from ωB97M-V/def2-TZVPD.

Properties
E_tot in Ha: -3487.43769
Charge: +1
Gap between HOMO and LUMO in eV: 4.63

Cartesian coordinates (Å):
C 2.9808 6.9810 4.3690
C 1.8734 7.2327 3.2625
C 2.1905 8.2090 2.1939
C 1.1442 8.4894 1.1708
C -0.1821 7.8015 1.1594
C -1.2278 8.1736 0.0421
C -2.7103 8.3839 0.5855
C -0.8573 9.4886 -0.7784
C -0.4901 6.7878 2.1919
O -1.7030 6.0576 2.2979
C -1.9573 5.2185 1.1352
C -1.5933 3.6933 1.3401
C -0.1796 3.3868 1.6171
C 0.2987 1.9862 1.7897
C -0.7334 0.9070 1.6583
S -0.1361 -0.8082 1.8164
C -2.1381 1.2981 1.3832
C -3.1691 0.1114 1.2236
C -3.3181 -0.1200 -0.3679
C -2.8450 -1.5806 -0.8091
C -4.0312 -2.6204 -0.6594
C -4.2751 -3.1073 0.8264
C -3.0168 -3.7764 1.5205
C -3.0957 -5.3827 1.5587
C -1.8045 -6.0426 0.8786
C -0.8148 -6.6928 1.9589
C 0.6182 -7.0220 1.3590
C 0.6520 -7.1837 -0.2148
C 2.0053 -7.8250 -0.7479
N 1.7686 -8.1682 -2.1839
C 1.7261 -9.4557 -2.7347
C 1.4716 -9.2056 -4.1823
C 1.3456 -7.7245 -4.3960
C 1.5507 -7.1022 -3.0739
N -2.5373 2.6499 1.2304
P -4.2367 3.0620 0.8588
O -4.3438 3.8831 -0.4039
C 0.5610 6.5496 3.2383
H 2.9568 7.8240 5.1165
H 4.0077 7.0107 3.9011
H 2.7586 5.9905 4.8523
H 3.1844 8.7216 2.1636
H 1.4381 9.2404 0.3905
H -1.2426 7.3225 -0.7101
H -3.2749 7.4296 0.7587
H -3.2830 8.9515 -0.2053
H -2.6934 9.0183 1.5127
H -1.7074 9.8721 -1.4004
H -0.5625 10.2904 -0.0297
H 0.0326 9.3543 -1.4583
H -1.3408 5.5645 0.2485
H -3.0278 5.3974 0.8555
H 0.5971 4.2007 1.6800
H 1.3737 1.7729 1.9996
H 0.2173 -1.1714 0.5277
H -4.1635 0.3659 1.7027
H -2.8206 -0.8295 1.7190
H -2.6022 0.5877 -0.8976
H -4.3426 0.1384 -0.7527
H -1.8922 -1.8920 -0.2917
H -2.5820 -1.5392 -1.9121
H -4.9661 -2.1031 -1.0366
H -3.8243 -3.4718 -1.3702
H -5.1075 -3.8613 0.8053
H -4.6502 -2.2273 1.4290
H -2.9530 -3.3532 2.5681
H -2.0319 -3.5280 1.0271
H -3.0692 -5.6547 2.6545
H -4.0027 -5.7717 1.0251
H -2.0979 -6.9009 0.1993
H -1.2614 -5.3061 0.2076
H -1.2886 -7.6776 2.2606
H -0.7844 -6.0403 2.8795
H 1.0310 -7.9691 1.8254
H 1.3189 -6.1922 1.6904
H 0.5583 -6.1615 -0.6902
H -0.2349 -7.8040 -0.5453
H 2.2517 -8.7702 -0.1768
H 2.8522 -7.0855 -0.7318
H 1.8515 -10.4304 -2.2162
H 1.3967 -10.0338 -4.9327
H 1.1232 -7.2368 -5.3811
H 1.5276 -6.0204 -2.8048
H -4.8102 3.7732 1.9703
H -5.0474 1.9145 0.6572
H 0.3624 5.7980 4.0523
C 2.7692 -14.1140 -1.8450
C 1.8972 -13.3602 -2.8309
O 2.7035 -12.6303 -3.7500
H 3.4112 -13.4223 -1.2951
H 2.1597 -14.6725 -1.1313
H 3.4270 -14.8136 -2.3674
H 1.2571 -12.6477 -2.3074
H 1.2589 -14.0496 -3.3926
H 3.2603 -13.2652 -4.2165
C 2.5754 7.5622 9.3954
C 2.7426 7.2439 7.9223
O 3.8529 7.9524 7.3857
H 2.4260 8.6340 9.5404
H 1.7217 7.0270 9.8166
H 3.4732 7.2861 9.9548
H 1.8522 7.5399 7.3650
H 2.9037 6.1709 7.7710
H 4.6370 7.6786 7.8768
C 1.1538 8.0551 -4.9665
C 1.8118 7.7390 -3.6377
O 0.8879 7.0880 -2.7682
H 0.2812 8.6949 -4.8188
H 1.8514 8.5598 -5.6377
H 0.8009 7.1402 -5.4505
H 2.1431 8.6560 -3.1481
H 2.6811 7.0889 -3.7785
H 0.6058 6.2741 -3.2023
C 4.9538 1.9282 1.4150
C 4.8297 3.0498 2.4276
O 5.8793 3.9865 2.2264
H 5.9159 1.4209 1.5057
H 4.1551 1.1946 1.5550
H 4.8991 2.3205 0.3956
H 4.9051 2.6628 3.4447
H 3.8671 3.5662 2.3262
H 5.7991 4.3271 1.3272
C 1.1575 3.2552 -2.3297
C 0.2545 2.1400 -2.8205
O 0.2756 1.0459 -1.9063
H 2.1826 2.8959 -2.2164
H 1.1541 4.0962 -3.0261
H 0.8332 3.6118 -1.3470
H 0.5932 1.7727 -3.7895
H -0.7771 2.4917 -2.9257
H -0.0337 1.3740 -1.0528
C -2.6100 -5.4640 -5.6028
C -1.9419 -5.8057 -4.2845
O -2.8845 -6.3960 -3.3936
H -3.4422 -4.7744 -5.4433
H -1.8995 -5.0051 -6.2940
H -3.0241 -6.3614 -6.0700
H -1.5483 -4.9043 -3.8104
H -1.1146 -6.5056 -4.4359
H -3.2212 -7.1962 -3.8144
C 5.1748 -6.7632 -6.3918
C 4.2654 -7.8839 -6.8582
O 4.2738 -8.9512 -5.9212
H 6.1967 -7.1274 -6.2655
H 5.1802 -5.9391 -7.1093
H 4.8491 -6.3809 -5.4202
H 4.6055 -8.2775 -7.8173
H 3.2363 -7.5264 -6.9762
H 3.9619 -8.6001 -5.0762
C -6.0492 6.4088 4.7370
C -5.4353 5.0261 4.8290
O -4.3976 4.8774 3.8580
H -6.4585 6.5806 3.7391
H -6.8476 6.5309 5.4711
H -5.2932 7.1796 4.9092
H -6.1879 4.2602 4.6355
H -5.0137 4.8522 5.8232
H -3.7290 5.5515 4.0387